(1)
{"formula": "C7H23O12PPd2", "method": "wB97M-V/def2-TZVPD", "elements": ["H", "H", "H", "Pd", "H", "O", "Pd", "H", "O", "C", "H", "H", "H", "H", "H", "C", "H", "O", "H", "O", "C", "C", "O", "H", "H", "C", "P", "H", "H", "O", "O", "H", "H", "C", "O", "H", "H", "O", "O", "O", "C", "H", "H", "H", "O"], "coordinates": [[-2.1270, -3.8082, 0.1680], [0.9131, 1.5504, 1.1256], [-2.6479, 1.5089, 3.1892], [1.2946, -0.2586, -1.4094], [3.6163, -0.4867, 1.3824], [0.7686, -4.2018, -1.1025], [-1.8367, -1.4168, -2.1985], [-0.9817, 0.1935, 1.8076], [-2.5145, -4.3681, 0.8446], [1.0252, 3.2104, -2.2195], [2.8091, 1.7377, 1.8529], [-0.4725, 4.3215, -3.2373], [-3.0686, 1.1174, 1.5798], [-0.4233, 2.8929, -3.9437], [4.8389, 0.5354, 0.7023], [-2.4025, -2.5179, 2.4698], [-0.4291, 0.2428, -0.4937], [1.6268, 1.9286, -2.3855], [3.2171, 2.4100, 0.2657], [-1.0249, 1.1453, 1.9253], [3.7922, 0.2495, 0.5982], [-1.9887, -3.9348, 2.0966], [3.4837, -0.2714, -0.7189], [-2.2195, -4.6405, 2.8946], [-1.2571, 1.8467, -1.9734], [2.8455, 1.5262, 0.7842], [0.2101, -2.7876, -0.8536], [1.0867, 3.6075, -1.2063], [-2.3287, 2.6767, 1.9142], [0.2857, -2.0790, -2.2060], [1.0781, -1.7105, -0.0306], [-3.4697, -2.5897, 2.6795], [1.8592, 1.8747, -3.3154], [-0.3334, 3.2848, -2.9306], [-2.2747, -1.6099, 1.4250], [4.2642, -0.1967, -1.2729], [-1.9249, -2.0685, 0.6576], [1.4888, 1.2699, 0.4105], [-1.3429, -2.7121, -0.7283], [-1.4101, 2.7756, -2.1614], [-2.2949, 1.6161, 2.1635], [-0.9000, -3.8874, 2.0729], [1.7822, 3.9198, -2.5539], [-1.7886, -2.2103, 3.3163], [-0.8241, 0.3140, -1.3845]], "multiplicity": 6, "total_charge": 1, "lumo_energy_ev": [-4.4759, -7.9136], "s_squared": 8.771, "energy_ha": -1780.0493, "e_homo_ha": [-0.452, -0.452], "homo_lumo_gap_ev": [7.825, 4.376]}



(2)
{"formula": "C7H24O6", "method": "wB97M-V/def2-TZVPD", "elements": ["C", "H", "H", "C", "O", "C", "H", "H", "H", "H", "H", "O", "H", "C", "H", "H", "H", "H", "C", "O", "H", "H", "H", "H", "O", "H", "H", "H", "H", "H", "H", "O", "H", "H", "C", "C", "O"], "coordinates": [[0.2740, 0.6112, 0.8381], [-0.8633, -0.4165, 2.3859], [0.9776, -0.3035, 4.1094], [0.0083, -0.0061, -0.3254], [-3.2429, -0.0366, -2.9596], [0.5455, -2.4346, -0.7299], [2.0266, 0.5223, 2.8997], [0.8420, 1.5981, -1.4636], [-0.7086, 1.1079, -2.0257], [-1.0239, -1.7217, 0.5419], [-0.0639, -3.2127, 3.4546], [3.5400, 2.4485, 0.3651], [0.9625, -2.2366, -1.7282], [1.0687, 0.0754, 3.0957], [-1.3578, -1.4888, -1.1294], [0.1038, -3.4342, -0.7195], [0.5415, -2.4420, 2.2867], [0.6828, 0.0246, -2.3471], [0.1076, 0.0231, 2.1794], [-1.3137, 3.2578, -0.9889], [-1.7336, 4.0954, -0.7912], [-1.9932, 2.5821, -0.7605], [-2.6091, 0.7106, 0.2200], [-3.3755, 0.5994, -3.6766], [-3.0943, 1.3354, -0.3417], [-2.7447, -0.7671, -3.3172], [0.6424, 1.6353, 0.8531], [3.5263, 1.4693, 0.3046], [-3.3488, 0.8715, -1.1607], [2.6874, 2.7483, 0.0122], [2.5258, -0.5085, 0.8601], [3.1054, -0.2742, 0.1255], [2.5319, -0.3822, -0.6432], [1.3350, -2.4515, 0.0171], [-0.5352, -1.4028, -0.3843], [0.2251, 0.7062, -1.6264], [-0.2518, -2.9028, 2.5702]], "multiplicity": 1, "total_charge": 0, "lumo_energy_ev": 0.1801, "energy_ha": -732.5106, "e_homo_ha": -0.334, "homo_lumo_gap_ev": 9.257, "e_above_lowest_kj_mol": 101.0}



(3)
{"formula": "C7H25N10NiO9", "method": "wB97M-V/def2-TZVPD", "elements": ["H", "N", "N", "H", "H", "N", "H", "H", "H", "H", "O", "H", "H", "O", "H", "N", "N", "H", "O", "C", "H", "H", "H", "N", "H", "C", "H", "H", "C", "H", "C", "C", "H", "C", "N", "O", "H", "H", "H", "O", "Ni", "C", "O", "N", "H", "H", "N", "H", "O", "O", "O", "N"], "coordinates": [[-1.0243, -6.1773, 1.0194], [-6.1378, -0.6701, -5.1055], [2.6016, -3.2406, 1.4700], [-2.2464, 0.9136, 0.9007], [3.3518, 3.8200, -0.3667], [2.5069, 0.9535, 4.2538], [0.3675, 7.0795, 0.3906], [-2.4681, 6.1866, -0.9572], [3.4013, 0.5749, 4.5307], [2.9065, 2.1414, -0.0432], [4.0346, -4.7432, 0.5389], [-5.0132, 0.0184, -2.4312], [0.4618, 1.6431, 3.9408], [-0.4735, -0.2128, 0.7391], [3.2386, -3.2741, 2.2531], [-5.5403, 0.3085, -3.2425], [4.2413, 1.2444, -1.7210], [-6.0835, -1.1823, -5.9743], [-4.9483, -1.7852, -3.6325], [1.9325, 1.6991, 5.1603], [0.1417, 2.6837, 5.2831], [-1.2854, 7.3816, -0.3740], [-6.4617, 0.2701, -5.2821], [0.1482, 6.1532, 0.7281], [0.2413, -7.4255, 0.6169], [3.0944, -3.9711, 0.4490], [2.8415, -4.1000, -1.5448], [0.5065, 5.8153, 1.6099], [-1.5388, -0.6208, 0.3191], [3.6655, 0.6355, -1.1572], [-0.7086, -6.9687, 0.3395], [-1.0336, 5.6581, 0.4290], [-6.1735, 1.0791, -3.4015], [-5.5090, -0.7517, -3.9594], [2.5648, -3.6045, -0.7093], [-2.6639, 0.1663, 0.4664], [-0.5823, -7.2674, -1.5231], [-1.3335, -7.8419, 0.5266], [4.9765, 0.8502, -2.2904], [2.5514, 1.8666, 6.2277], [-2.4322, -4.0327, -2.5190], [4.2953, 2.5116, -1.4833], [-0.6270, -6.4893, -0.9627], [0.8050, 2.1389, 4.7510], [1.9757, -2.4751, 1.2642], [1.8531, -2.8942, -0.8050], [3.4223, 2.8329, -0.5684], [1.8479, 0.4831, 3.6499], [5.0160, 3.3158, -2.0408], [-1.5019, 4.6141, 0.8692], [-1.5375, -1.7574, -0.2320], [-1.6669, 6.4468, -0.4000]], "multiplicity": 3, "total_charge": 1, "lumo_energy_ev": [-6.2216, -7.3416], "s_squared": 2.010, "energy_ha": -3014.4223, "e_homo_ha": [-0.408, -0.408], "homo_lumo_gap_ev": [4.883, 3.763]}



(4)
{"formula": "C7H26N8O6", "method": "wB97M-V/def2-TZVPD", "elements": ["H", "H", "C", "H", "H", "H", "H", "H", "O", "N", "C", "H", "N", "C", "H", "O", "C", "H", "H", "O", "C", "H", "H", "H", "H", "N", "H", "H", "O", "H", "N", "C", "H", "H", "C", "O", "H", "H", "H", "H", "N", "N", "O", "N", "H", "N", "H"], "coordinates": [[-3.4109, -0.4906, 0.2357], [0.3711, -0.3916, -0.2643], [2.7891, 3.5244, 1.6597], [-0.0009, 1.2564, -0.9703], [2.9031, 3.9564, 2.6657], [3.5291, -2.7736, -1.0763], [-1.5799, -2.9426, 4.1567], [3.0681, 1.4734, -1.9353], [-3.2969, -1.9546, -3.6503], [-2.4579, -2.5006, 3.9087], [1.3091, 3.2124, 1.4647], [-0.8419, -0.0406, -1.7223], [1.2771, -1.0046, 0.0267], [-1.7229, 0.6314, -0.0893], [2.9991, 3.0574, -1.0163], [1.3231, -1.7216, -2.2273], [-2.7639, -1.9726, 2.7347], [-1.0309, -0.5886, -3.8653], [3.1761, -2.2376, 0.4187], [1.2351, 2.6824, -1.9763], [1.9291, -1.5846, -0.9323], [-0.2649, -1.3916, -2.4463], [1.7991, -0.5896, 0.8767], [0.1511, 1.5914, 1.6517], [-1.0689, -1.0816, 2.7167], [-1.1139, -1.0916, -2.9173], [2.2181, 1.6184, -0.5073], [-3.2119, -2.9306, 4.4227], [1.0741, 1.8104, 1.7497], [-1.2349, -2.9206, -1.3983], [-2.4319, -0.4656, -0.1213], [-2.1599, -1.8096, -2.8673], [0.6941, 3.7324, 2.1837], [-2.2509, -1.1746, -0.9583], [2.4091, 2.2644, -1.3923], [-4.0469, -2.0186, 2.2227], [3.2871, 2.6554, 1.5507], [1.4651, 2.9444, -2.8483], [-1.9429, -1.0826, 1.1707], [-2.9249, -3.0256, -1.6143], [-0.6549, 0.4484, -0.8413], [-1.7079, -1.5816, 2.1137], [-1.8739, 1.7314, 0.7467], [2.9771, -2.1606, -0.5083], [0.9281, 3.2964, 0.4427], [-2.0959, -2.5616, -1.8323], [3.1781, 4.2024, 0.8607]], "multiplicity": 1, "total_charge": 0, "lumo_energy_ev": 0.1592, "energy_ha": -1171.6857, "e_homo_ha": -0.341, "homo_lumo_gap_ev": 9.434, "e_above_lowest_kj_mol": 757.4}



(5)
{"formula": "C7H27NO8", "method": "wB97M-V/def2-TZVPD", "elements": ["H", "H", "H", "O", "H", "C", "O", "H", "H", "H", "H", "H", "H", "C", "H", "H", "H", "H", "O", "H", "O", "H", "C", "H", "H", "H", "H", "C", "H", "H", "H", "C", "C", "H", "H", "O", "O", "N", "O", "O", "H", "C", "H"], "coordinates": [[0.7076, 1.2321, 1.5354], [3.2999, 3.0978, 1.0456], [-1.0152, 0.7724, 1.3381], [2.4687, 2.9623, 1.4777], [0.3146, -0.5945, 3.0671], [-0.8791, -1.8689, 1.8815], [2.3346, 1.0454, 3.3453], [-1.7293, -2.1061, -1.3144], [1.0230, -2.4436, 0.0661], [-1.9772, 3.5565, 1.1213], [2.7292, 1.4757, 4.0550], [-2.2305, 2.2964, 0.3075], [0.8026, 2.3336, -1.1260], [0.3065, 0.1850, -0.2505], [-1.4597, -2.1823, -4.8708], [-0.9968, -2.2127, 0.8227], [2.5523, -0.1079, -0.2623], [-3.6258, 0.2759, 1.4424], [-3.1917, 0.5214, 0.6694], [-2.7033, -0.2573, 0.3687], [-1.8162, 3.1473, 0.2401], [1.2144, -1.3729, 1.8573], [0.2480, -0.8775, 2.0391], [-0.1542, 3.2125, -0.2956], [-1.6458, 0.3623, -1.3348], [1.7999, 3.0771, 0.7885], [-0.5410, -3.1820, -1.3650], [0.0324, 0.3756, 1.1628], [-1.8631, -1.4699, 2.1883], [2.2203, -0.3469, -2.8958], [-1.1069, -2.3968, -3.3944], [1.6217, -0.0462, -0.8042], [-0.5668, 0.1637, -1.3323], [-0.6987, -2.8032, 2.4537], [-0.2636, -0.2181, -3.4394], [-0.8674, -1.9014, -4.1989], [0.9820, -3.0174, -0.6731], [0.1467, -0.0274, -2.4874], [-1.4772, -2.9367, -1.7752], [0.7532, 3.1535, -0.5611], [1.4387, -2.4705, -1.3735], [1.4647, -0.1875, -2.1804], [2.3487, 1.7809, 2.6611]], "multiplicity": 1, "total_charge": 0, "lumo_energy_ev": 0.3043, "energy_ha": -939.6047, "e_homo_ha": -0.322, "homo_lumo_gap_ev": 9.073, "e_above_lowest_kj_mol": 0.0}



(6)
{"formula": "C7H27O6", "method": "wB97M-V/def2-TZVPD", "elements": ["H", "O", "H", "H", "H", "O", "H", "H", "C", "C", "O", "H", "C", "H", "H", "H", "H", "C", "H", "H", "O", "C", "H", "H", "O", "H", "H", "H", "H", "C", "O", "H", "H", "H", "H", "H", "H", "H", "C", "H"], "coordinates": [[6.5869, -59.3827, -10.6834], [11.9656, -57.5115, -8.6949], [7.8143, -57.2352, -10.8605], [9.5950, -58.9715, -8.2624], [6.9883, -60.2005, -8.4728], [7.5995, -59.6685, -8.9496], [9.0030, -56.7799, -6.8728], [8.3615, -59.0162, -5.5209], [5.7919, -58.1060, -9.1858], [12.9651, -59.6548, -11.5713], [10.4474, -59.7355, -8.2618], [7.8573, -57.4680, -5.4697], [13.3341, -57.8167, -8.3929], [11.0940, -59.2303, -8.4971], [8.6091, -57.1977, -9.1235], [8.8591, -58.2608, -10.6828], [14.1752, -56.9577, -8.0604], [8.0987, -57.6973, -10.1349], [13.9347, -60.0287, -11.7704], [10.2480, -61.3368, -5.4056], [9.1311, -57.6096, -6.8229], [11.2769, -59.8379, -4.7714], [13.2515, -58.5872, -7.6935], [5.3396, -57.5646, -9.8953], [10.6256, -60.6952, -5.7801], [12.0829, -59.3560, -5.2639], [13.2686, -58.4063, -11.3253], [13.5494, -58.3575, -9.2765], [10.5433, -59.9956, -7.2647], [6.9941, -58.7343, -9.7945], [12.0807, -60.1221, -10.6759], [6.0959, -57.5950, -8.1416], [10.5721, -59.1641, -4.2596], [12.5174, -59.5585, -12.6463], [12.3777, -61.0009, -10.2057], [11.6114, -60.4823, -3.9826], [5.0459, -58.7973, -8.7666], [7.2589, -58.6722, -6.6295], [8.0427, -58.2520, -6.1675], [12.1146, -56.8974, -9.3803]], "multiplicity": 1, "total_charge": 1, "lumo_energy_ev": -2.3901, "energy_ha": -733.7899, "e_homo_ha": -0.474, "homo_lumo_gap_ev": 10.516, "e_above_lowest_kj_mol": 688.3}